Here is a structure of composition C12H21F9GeIrO2Se2 in a non-equilibrium geometry from the OMol25 dataset. Energies are from wB97M-V/def2-TZVPD.

Output
**Multiplicity**: 2
**Gap between HOMO and LUMO (alpha / beta)**: 7.522 / 7.841 eV
**Charge**: 0
**ΔE to the lowest compared entry with this formula, charge and spin**: 350.2 kJ/mol

```
48
C12H21F9GeIrO2Se2 wB97M-V/def2-TZVPD
Ir 0.946 -0.842 0.204
C 0.398 -1.659 -4.984
Se 0.761 -0.987 -3.198
C 2.639 -0.514 -3.306
C 3.460 -1.640 -2.716
Se 2.952 -2.072 -0.856
C 4.364 -0.974 -0.088
H 0.448 -0.849 -5.707
H -0.614 -2.052 -4.946
H 1.085 -2.457 -5.254
H 2.787 0.406 -2.741
H 2.873 -0.319 -4.352
H 4.526 -1.418 -2.668
H 3.323 -2.546 -3.304
H 5.314 -1.336 -0.473
H 4.307 -1.101 0.987
H 4.199 0.067 -0.350
O 2.005 -1.393 1.456
F -0.110 -2.165 3.823
C 0.412 -0.973 4.136
F 1.723 -1.039 3.929
F 0.244 -0.799 5.460
C -0.268 0.157 3.280
O -0.161 -0.028 1.954
C -1.783 0.184 3.654
F -2.414 1.169 2.991
F -2.021 0.381 4.955
F -2.380 -0.959 3.299
C 0.391 1.521 3.665
F -0.177 2.526 2.978
F 1.688 1.519 3.339
F 0.299 1.829 4.966
C -2.795 1.222 -2.416
Ge -2.478 1.099 -0.485
C -2.282 2.883 0.259
C -3.932 0.091 0.316
C -0.788 0.120 -0.367
H -3.729 1.761 -2.581
H -2.883 0.233 -2.865
H -1.990 1.757 -2.919
H -3.209 3.441 0.118
H -1.477 3.423 -0.239
H -2.057 2.833 1.321
H -4.866 0.632 0.160
H -3.781 -0.048 1.382
H -4.025 -0.890 -0.151
H 0.008 0.704 -0.883
H -0.934 -0.899 -0.784
```

Here is a structure of composition C23H20InN4O2 from the OMol25 dataset. Energies are from wB97M-V/def2-TZVPD.

Output
**Multiplicity**: 1
**Gap between HOMO and LUMO**: 7.965 eV
**Charge**: +1
**ΔE to the lowest compared entry with this formula, charge and spin**: 0.0 kJ/mol

```
50
C23H20InN4O2 wB97M-V/def2-TZVPD
In 0.033 -0.471 0.786
O -0.234 -2.394 0.240
C -1.407 -2.992 0.339
C -1.406 -4.372 0.619
C -2.575 -5.083 0.732
C -3.817 -4.460 0.548
C -3.850 -3.128 0.243
C -2.669 -2.359 0.138
C -2.823 -0.975 -0.192
N -1.884 -0.095 -0.172
C -2.098 1.307 -0.479
C -1.578 2.150 0.693
N -0.233 1.692 1.000
C 0.667 2.472 1.483
C 2.024 2.104 1.765
C 2.815 3.072 2.424
C 4.136 2.858 2.708
C 4.727 1.653 2.311
C 3.993 0.695 1.654
C 2.625 0.876 1.368
O 2.015 -0.112 0.738
H -0.442 -4.848 0.738
H -2.532 -6.141 0.956
H -4.732 -5.030 0.638
H -4.801 -2.634 0.074
H -3.827 -0.651 -0.482
H -3.146 1.534 -0.687
H -1.501 1.555 -1.361
H -2.226 1.996 1.562
H -1.598 3.210 0.428
H 0.397 3.510 1.694
H 2.350 4.011 2.703
H 4.717 3.614 3.217
H 5.775 1.476 2.516
H 4.446 -0.231 1.322
N 0.835 -0.866 4.977
C 1.040 -0.993 3.657
N -0.066 -0.802 2.970
C -1.062 -0.519 3.895
C -2.422 -0.275 3.722
C -3.175 -0.053 4.856
C -2.599 -0.075 6.135
C -1.256 -0.329 6.322
C -0.500 -0.557 5.178
H 1.535 -0.981 5.690
H 1.994 -1.241 3.217
H -2.865 -0.275 2.733
H -4.237 0.129 4.759
H -3.228 0.104 6.996
H -0.811 -0.341 7.308
```

Here is a cluster of 2 separate species, C9H14N4O2 in total in a non-equilibrium geometry from the OMol25 dataset. Energies are from wB97M-V/def2-TZVPD.

Output
**Multiplicity**: 1
**Gap between HOMO and LUMO**: 6.797 eV
**Charge**: +2
**ΔE to the lowest compared entry with this formula, charge and spin**: 0.0 kJ/mol

```
29
C9H14N4O2 wB97M-V/def2-TZVPD
C 2.056 -3.659 -0.991
C 1.035 -3.512 -0.055
C 2.541 -2.549 -1.677
C 0.507 -2.267 0.201
C 2.010 -1.298 -1.439
C 0.995 -1.136 -0.481
C 0.431 0.161 -0.202
C -2.567 0.947 3.570
C -0.505 2.744 -1.735
N -0.564 0.280 0.657
N 1.066 1.296 -0.598
N -1.487 1.001 0.922
N 0.438 2.499 -0.665
O -3.211 -0.101 3.778
O -1.804 2.708 -1.185
H 2.465 -4.636 -1.190
H 0.662 -4.374 0.476
H 3.329 -2.672 -2.404
H -0.272 -2.136 0.938
H 2.363 -0.458 -2.018
H -1.636 1.204 4.072
H -3.005 1.652 2.865
H -0.299 3.723 -2.178
H -0.400 1.957 -2.499
H 2.075 1.253 -0.727
H -1.873 1.646 0.190
H 0.962 3.294 -0.318
H -2.881 -0.752 4.437
H -2.431 3.184 -1.745
```

Here is the ion C9H13N2 with charge +1 in a non-equilibrium geometry from the OMol25 dataset. Energies are from wB97M-V/def2-TZVPD.

Output
**Multiplicity**: 1
**Gap between HOMO and LUMO**: 8.587 eV
**Charge**: +1
**ΔE to the lowest compared entry with this formula, charge and spin**: 87.2 kJ/mol

```
24
C9H13N2 wB97M-V/def2-TZVPD
C -0.692 1.667 0.947
N -1.302 0.545 0.264
C -2.634 0.604 0.019
C -3.315 -0.387 -0.623
C -2.613 -1.532 -1.025
C -1.270 -1.604 -0.772
C -0.606 -0.542 -0.130
N 0.854 -0.701 -0.011
C 1.905 0.128 0.474
C 3.278 -0.466 0.530
C 2.967 0.584 -0.494
H -0.302 1.353 1.915
H 0.107 2.095 0.340
H -1.440 2.438 1.121
H -3.137 1.497 0.355
H -4.370 -0.282 -0.814
H -3.122 -2.335 -1.534
H -0.701 -2.468 -1.073
H 1.166 -1.558 -0.438
H 1.644 0.799 1.279
H 3.423 -1.480 0.192
H 3.901 -0.202 1.370
H 3.378 1.573 -0.370
H 2.881 0.274 -1.522
```

Here is a structure of composition C11H11ClInO2 in a non-equilibrium geometry from the OMol25 dataset. Energies are from wB97M-V/def2-TZVPD.

Output
**Multiplicity**: 1
**Gap between HOMO and LUMO (alpha / beta)**: 3.247 / 3.246 eV
**Charge**: -1
**ΔE to the lowest compared entry with this formula, charge and spin**: 56.6 kJ/mol

```
26
C11H11ClInO2 wB97M-V/def2-TZVPD
C -3.766 -0.200 0.416
C -2.891 0.727 -0.282
C -1.957 1.278 0.691
H -2.919 0.964 -1.353
C -2.262 0.685 1.985
C -3.378 -0.224 1.810
H -3.836 -0.836 2.598
H -4.557 -0.804 -0.042
H -1.172 2.021 0.488
H -1.752 0.909 2.933
In -1.193 -1.239 0.399
Cl -2.247 -3.340 0.420
C 3.335 -0.347 -2.057
C 3.674 0.595 -1.022
C 3.174 1.887 -1.415
H 4.229 0.373 -0.108
C 2.527 1.744 -2.694
C 2.626 0.363 -3.091
H 2.247 -0.065 -4.021
H 3.589 -1.409 -2.067
H 3.283 2.817 -0.852
H 2.058 2.546 -3.268
O -0.737 -2.516 3.255
C 0.249 -2.143 2.679
O 0.426 -1.441 1.565
H 1.253 -2.344 3.034
```

Here is a structure of composition H5N3S in a non-equilibrium geometry from the OMol25 dataset. Energies are from wB97M-V/def2-TZVPD.

Output
**Multiplicity**: 1
**Gap between HOMO and LUMO (alpha / beta)**: 8.050 / 8.047 eV
**Charge**: 0
**ΔE to the lowest compared entry with this formula, charge and spin**: 253.6 kJ/mol

```
9
H5N3S wB97M-V/def2-TZVPD
N 0.844 1.118 0.222
N -2.098 -1.236 -0.006
N -0.123 0.105 0.297
S -1.555 0.211 -0.289
H 0.520 2.035 -0.017
H 1.516 1.117 1.040
H 2.128 -0.925 -0.125
H -3.092 -1.307 -0.273
H 1.860 -1.119 -0.850
```

Here is a structure of composition C53H57Co2N2O6 in a non-equilibrium geometry from the OMol25 dataset. Energies are from wB97M-V/def2-TZVPD.

Output
**Multiplicity**: 1
**Gap between HOMO and LUMO**: 5.206 eV
**Charge**: -1
**ΔE to the lowest compared entry with this formula, charge and spin**: 509.7 kJ/mol

```
120
C53H57Co2N2O6 wB97M-V/def2-TZVPD
C 0.299 -2.390 0.719
C 1.579 -3.020 0.175
C 2.082 -3.992 1.265
C 1.302 -3.892 -1.049
C 2.644 -1.966 -0.311
C 3.963 -2.404 -0.164
C 5.029 -1.716 -0.731
C 4.773 -0.642 -1.570
C 3.469 -0.198 -1.824
C 3.383 0.850 -2.961
C 1.976 1.257 -3.365
C 4.072 0.271 -4.207
C 4.161 2.107 -2.559
C 2.405 -0.694 -1.007
N 1.543 0.332 -0.438
C 2.221 1.211 0.503
C 1.807 -0.509 2.084
C 1.502 -0.593 3.555
C 0.165 -0.603 3.983
C -0.133 -0.243 5.301
C 0.912 -0.142 6.231
C 2.224 -0.453 5.850
C 2.498 -0.797 4.521
N 1.184 2.029 1.070
C 1.322 2.583 2.368
C 2.611 2.476 2.938
C 3.647 1.525 2.360
C 4.626 0.979 3.408
C 4.535 2.370 1.413
C 2.937 0.426 1.563
C 3.012 3.361 3.940
C 2.132 4.329 4.411
C 0.822 4.330 3.950
C 0.345 3.340 3.086
C -1.189 3.130 3.149
C -1.625 3.082 4.624
C -1.651 1.812 2.557
C -1.878 4.299 2.447
C 0.162 2.019 0.145
C 0.389 1.019 -0.751
H 0.170 -1.375 0.337
H -0.565 -3.007 0.474
H 0.262 -2.363 1.814
H 2.926 -4.589 0.905
H 2.380 -3.496 2.197
H 1.282 -4.710 1.504
H 2.160 -4.554 -1.224
H 0.412 -4.517 -0.901
H 1.185 -3.285 -1.952
H 4.199 -3.309 0.401
H 6.049 -2.061 -0.547
H 5.624 -0.165 -2.063
H 1.516 1.925 -2.632
H 2.046 1.829 -4.301
H 1.332 0.390 -3.549
H 5.135 0.074 -4.036
H 3.593 -0.664 -4.518
H 3.998 0.986 -5.034
H 5.209 1.878 -2.337
H 4.135 2.828 -3.386
H 3.719 2.588 -1.678
H 0.866 -0.235 1.619
H -0.634 -0.863 3.279
H -1.177 -0.083 5.582
H 0.695 0.176 7.252
H 3.037 -0.433 6.582
H 3.477 -1.183 4.215
H 4.145 0.804 4.375
H 5.088 0.045 3.054
H 5.436 1.701 3.576
H 3.959 3.061 0.783
H 5.192 3.013 2.013
H 5.176 1.741 0.779
H 2.895 1.834 -0.105
H 3.691 -0.182 1.044
H 2.129 -1.498 1.762
H 4.028 3.304 4.338
H 2.461 5.056 5.154
H 0.129 5.078 4.338
H -1.418 4.018 5.152
H -2.703 2.892 4.692
H -1.100 2.266 5.139
H -1.774 1.844 1.472
H -0.936 1.025 2.803
H -2.616 1.524 2.988
H -1.495 4.415 1.425
H -2.960 4.123 2.388
H -1.700 5.236 2.987
H -0.647 2.741 0.162
H -0.252 0.786 -1.592
O -4.708 2.320 0.961
C -4.214 1.366 0.526
Co -3.362 -0.015 -0.164
C -2.957 0.999 -1.557
O -2.804 1.637 -2.513
C -3.104 -1.046 1.411
O -2.822 -0.992 2.557
C -3.696 -1.427 -1.385
C -4.777 -1.453 -2.373
C -5.967 -0.725 -2.145
C -6.998 -0.752 -3.085
C -6.868 -1.521 -4.245
C -5.711 -2.281 -4.453
C -4.675 -2.264 -3.518
C -2.423 -1.938 -1.187
C -1.077 -1.794 -1.371
Co -3.563 -2.475 0.129
C -5.217 -2.278 0.823
O -6.277 -2.230 1.285
C -4.435 -3.973 -0.407
O -5.030 -4.957 -0.565
C -2.699 -3.852 0.945
O -2.265 -4.840 1.376
H -6.091 -0.148 -1.219
H -7.903 -0.172 -2.898
H -7.668 -1.533 -4.984
H -5.606 -2.904 -5.343
H -3.782 -2.883 -3.648
H -0.550 -2.611 -1.865
H -0.681 -0.800 -1.541
```

Here is the molecule C3H4NOP in a non-equilibrium geometry from the OMol25 dataset. Energies are from wB97M-V/def2-TZVPD.

Output
**Multiplicity**: 1
**Gap between HOMO and LUMO**: 9.313 eV
**Charge**: 0
**ΔE to the lowest compared entry with this formula, charge and spin**: 17.4 kJ/mol

```
10
C3H4NOP wB97M-V/def2-TZVPD
C -1.299 -1.370 -0.638
C 0.864 0.229 1.164
C -0.901 -0.146 -1.100
N -1.568 -2.452 -0.257
O 0.620 2.129 -0.925
P 0.224 0.863 -0.363
H 0.299 -0.650 1.420
H 1.984 -0.099 0.886
H 0.878 1.153 1.915
H -1.100 0.343 -2.103
```

Here is a cluster of 3 separate species, C3H12N2O2 in total in a non-equilibrium geometry from the OMol25 dataset. Energies are from wB97M-V/def2-TZVPD.

Output
**Multiplicity**: 2
**Gap between HOMO and LUMO (alpha / beta)**: 2.466 / 9.403 eV
**Charge**: -1
**ΔE to the lowest compared entry with this formula, charge and spin**: 36.4 kJ/mol

```
19
C3H12N2O2 wB97M-V/def2-TZVPD
C -0.897 -2.215 0.464
C 0.421 -1.610 0.960
N 0.698 -0.207 0.630
C 0.342 0.746 1.568
N -0.091 1.891 1.182
H -1.253 -1.771 -0.464
H -0.682 -3.263 0.234
H -1.683 -2.187 1.219
H 1.209 -2.177 0.451
H 0.578 -1.787 2.026
H 0.257 0.010 -0.256
H 0.678 0.557 2.583
H -0.029 2.565 1.949
H -0.242 2.723 -0.567
H 0.408 3.285 -1.890
O -0.036 2.532 -1.511
H 0.673 0.088 -3.363
H -0.239 0.854 -2.416
O -0.113 -0.033 -2.798
```

Here is a structure of composition F5Sr4 in a non-equilibrium geometry from the OMol25 dataset. Energies are from wB97M-V/def2-TZVPD.

Output
**Multiplicity**: 2
**Gap between HOMO and LUMO (alpha / beta)**: 4.781 / 9.671 eV
**Charge**: +2

```
9
F5Sr4 wB97M-V/def2-TZVPD
Sr 0.534 1.661 1.634
Sr 1.639 -0.301 -1.765
Sr 0.009 -2.517 1.532
Sr -2.574 -0.081 -0.482
F 2.301 -1.940 0.765
F -1.909 1.562 1.663
F -0.954 -0.057 -2.431
F -0.122 -0.312 0.276
F 1.075 1.984 -1.192
```

Here is a structure of composition C4H7NO from the OMol25 dataset. Energies are from wB97M-V/def2-TZVPD.

Output
**Multiplicity**: 1
**Gap between HOMO and LUMO (alpha / beta)**: 7.868 / 7.659 eV
**Charge**: 0
**ΔE to the lowest compared entry with this formula, charge and spin**: 483.8 kJ/mol

```
13
C4H7NO wB97M-V/def2-TZVPD
C -1.736 0.405 -0.274
N -0.324 0.139 -0.408
C 0.420 -0.974 -0.407
C 1.699 -0.195 -0.171
C 0.706 0.938 0.124
O 0.453 0.971 1.491
H -2.002 0.292 0.781
H -1.940 1.436 -0.576
H -2.312 -0.285 -0.891
H 0.219 -1.849 -1.023
H 0.261 -0.006 1.652
H 2.374 -0.372 0.664
H 2.256 -0.158 -1.116
```

Here is a structure of composition C44H42N4O3P2SSc in a non-equilibrium geometry from the OMol25 dataset. Energies are from wB97M-V/def2-TZVPD.

Output
**Multiplicity**: 1
**Gap between HOMO and LUMO**: 7.588 eV
**Charge**: +1
**ΔE to the lowest compared entry with this formula, charge and spin**: 26.0 kJ/mol

```
97
C44H42N4O3P2SSc wB97M-V/def2-TZVPD
Sc -0.554 -0.685 -0.150
O -2.454 4.475 0.035
C -2.301 4.213 -1.275
C -2.470 5.268 -2.172
C -2.324 5.062 -3.529
C -1.996 3.801 -4.031
C -1.810 2.760 -3.147
C -1.964 2.942 -1.767
C -1.712 1.803 -0.881
O -1.224 0.706 -1.390
N -1.984 1.915 0.397
N -1.639 0.742 1.063
C -1.949 0.658 2.306
C -1.701 -0.517 3.116
C -1.904 -0.432 4.504
C -1.717 -1.525 5.318
C -1.341 -2.742 4.739
C -1.146 -2.854 3.377
C -1.312 -1.746 2.543
O -1.140 -1.865 1.232
H -2.337 3.631 0.521
H -2.720 6.242 -1.770
H -2.466 5.895 -4.208
H -1.881 3.646 -5.095
H -1.518 1.779 -3.503
H -2.430 1.517 2.772
H -2.202 0.522 4.927
H -1.870 -1.448 6.387
H -1.204 -3.614 5.368
H -0.849 -3.793 2.924
C 3.299 -0.744 -0.789
C 3.275 -0.216 0.644
P 1.713 -0.591 1.565
C 2.036 0.379 3.074
C 1.170 1.422 3.399
C 1.440 2.263 4.473
C 2.584 2.068 5.232
C 3.465 1.044 4.905
C 3.199 0.210 3.829
C 1.922 -2.361 1.975
C 1.734 -3.286 0.943
C 1.867 -4.647 1.172
C 2.180 -5.106 2.446
C 2.345 -4.199 3.483
C 2.209 -2.836 3.252
P 1.733 -0.457 -1.735
C 2.163 -1.303 -3.288
C 1.362 -2.350 -3.736
C 1.728 -3.094 -4.853
C 2.897 -2.791 -5.532
C 3.700 -1.741 -5.099
C 3.339 -1.002 -3.983
C 1.737 1.338 -2.058
C 1.916 1.896 -3.320
C 1.822 3.272 -3.499
C 1.541 4.104 -2.425
C 1.347 3.558 -1.162
C 1.442 2.187 -0.984
H 3.460 -1.823 -0.801
H 4.117 -0.289 -1.345
H 3.379 0.870 0.653
H 4.108 -0.628 1.212
H 0.286 1.589 2.797
H 0.760 3.072 4.711
H 2.798 2.719 6.071
H 4.368 0.900 5.486
H 3.908 -0.570 3.578
H 1.466 -2.956 -0.054
H 1.715 -5.347 0.359
H 2.283 -6.168 2.629
H 2.573 -4.553 4.482
H 2.295 -2.149 4.083
H 0.442 -2.581 -3.220
H 1.097 -3.906 -5.190
H 3.186 -3.370 -6.401
H 4.612 -1.500 -5.631
H 3.975 -0.187 -3.658
H 2.099 1.258 -4.176
H 1.961 3.692 -4.488
H 1.461 5.174 -2.572
H 1.104 4.197 -0.321
H 1.258 1.779 0.005
S -1.687 -2.455 -1.806
C -3.189 -1.688 -1.420
N -3.750 -0.832 -2.262
C -4.936 -0.021 -1.962
C -5.072 0.111 -0.459
C -5.028 -1.272 0.164
N -3.792 -1.933 -0.261
H -3.232 -0.663 -3.107
H -5.821 -0.487 -2.398
H -4.803 0.955 -2.425
H -5.995 0.626 -0.201
H -4.234 0.700 -0.078
H -5.889 -1.866 -0.147
H -5.031 -1.218 1.249
H -3.298 -2.553 0.361
```

Computed E (hartree) in order:
-8503.0478 -1447.9820 -720.0862 -459.9808 -1226.5343 -565.2965 -5379.9584 -588.0198 -381.4388 -621.9628 -286.4474 -3988.3112